Below is C16H33Cl2CoP as an isolated structure, with properties calculated with ωB97M-V/def2-TZVPD.

The geometry in XYZ format:
```
53
Properties=species:S:1:pos:R:3:forces:R:3
Co 2.0010 3.2970 2.9849 -0.439 -0.275 -0.842
Cl 2.1371 3.0333 0.7032 0.460 0.430 0.683
Cl 0.5717 2.8042 4.5748 0.198 0.134 0.243
C 1.3087 0.0462 -0.7630 1.035 1.873 2.411
H 1.2027 1.1304 -0.6872 0.035 0.304 0.667
H 2.4101 -0.0942 -0.5563 -1.185 -0.098 0.783
C -2.0282 0.1496 -1.9062 -0.121 -1.031 -2.841
C 1.1532 -0.2232 -2.1100 -4.014 -4.564 -4.991
H -2.2247 -0.9788 -2.1362 0.110 2.451 0.582
C 1.2516 0.7442 -3.2984 -1.622 -0.046 1.498
H 0.4969 -1.2936 -2.2874 1.962 3.206 -0.215
C 0.3485 2.0974 -3.2283 3.725 -0.225 1.988
H 2.3003 1.0513 -3.3555 -0.012 0.105 -0.455
H 0.9078 0.1528 -4.1712 0.547 0.541 0.200
C -1.0703 2.0372 -3.5945 -2.814 -0.137 -1.363
H 0.5092 2.6153 -2.1778 -0.331 -1.129 -1.758
H 0.9378 2.7849 -3.9207 -1.092 -0.570 0.576
C -2.3373 1.3270 -2.8324 1.025 -1.552 -0.274
H -1.3406 3.0913 -3.6074 -0.401 0.284 -0.361
H -1.1965 1.6659 -4.6586 0.466 0.432 0.912
H -2.9557 2.1095 -2.3236 0.459 -0.480 -0.489
H -2.8922 0.8371 -3.6461 -0.316 0.846 -0.084
C 1.0891 -3.0037 -0.3172 0.066 -0.484 -0.275
C -0.1518 -2.3437 0.2638 -0.527 0.393 0.571
C -0.6088 -3.1142 1.5309 -0.013 -0.189 -0.370
P 0.1335 -0.5733 0.5559 1.634 1.259 -0.489
C -1.3727 0.3674 0.7295 0.425 -0.700 1.297
C -2.5037 -0.3147 1.4600 -0.295 0.550 0.086
C -1.2135 1.7914 1.1698 0.054 0.003 -0.144
C 1.2290 -0.1793 2.0242 -1.398 -0.031 -0.961
C 0.5754 -0.4788 3.3619 0.579 -0.310 0.884
C 2.5932 -0.7967 1.8788 0.803 -0.260 0.554
H 1.9195 -2.9868 0.3927 -0.112 -0.031 -0.104
H 1.4252 -2.5791 -1.2704 -0.118 -0.018 0.373
H 0.8162 -4.0486 -0.4950 0.218 -0.052 -0.031
H -0.9750 -2.3239 -0.4728 0.273 -0.132 0.133
H 0.2230 -3.2440 2.2475 -0.430 0.155 -0.327
H -1.4908 -2.6821 2.0305 0.530 -0.107 -0.149
H -0.8864 -4.1114 1.1697 -0.023 0.008 0.249
H -1.8521 0.5722 -0.9739 0.803 -0.289 2.060
H -2.2145 -0.4177 2.5280 -0.315 -0.182 -0.289
H -3.3504 0.4010 1.4320 0.228 -0.573 0.014
H -2.8334 -1.2763 1.0517 0.134 0.258 0.043
H -0.4311 2.3532 0.6482 -0.154 -0.134 0.127
H -2.1780 2.2884 1.0362 0.064 0.125 -0.069
H -0.9998 1.8061 2.2509 0.092 0.245 -0.126
H 1.3138 0.9198 1.9011 0.030 -0.417 0.076
H 0.3504 -1.5634 3.5052 0.093 0.868 -0.104
H 1.3343 -0.1875 4.1193 -0.566 -0.213 -0.142
H -0.3036 0.1427 3.5782 0.228 -0.291 -0.200
H 2.5823 -1.8910 2.0369 0.009 0.434 -0.120
H 3.0975 -0.5432 0.9370 -0.193 -0.275 0.569
H 3.1919 -0.3676 2.6870 0.205 -0.108 -0.004
```
Positions in Å, forces in eV/Å.

Values from the calculation:
- ⟨S²⟩: 6.0484
- LUMO energy (alpha / beta): 2.73 / 2.57 eV
- 2S+1: 5
- Total charge: -1
- Gap between HOMO and LUMO (alpha / beta): 5.2 / 4.3 eV

How is the electron density shared among the atoms? According to natural (NBO), the charges in e are:
1 Co 0.679
2 Cl -0.812
3 Cl -0.811
4 C -0.838
5 H 0.292
6 H 0.240
7 C -0.776
8 C -0.196
9 H 0.179
10 C -0.455
11 H 0.158
12 C -0.390
13 H 0.188
14 H 0.208
15 C -0.423
16 H 0.201
17 H 0.196
18 C -0.430
19 H 0.190
20 H 0.172
21 H 0.175
22 H 0.186
23 C -0.619
24 C -0.576
25 C -0.606
26 P 1.641
27 C -0.283
28 C -0.668
29 C -0.697
30 C -0.564
31 C -0.624
32 C -0.612
33 H 0.208
34 H 0.252
35 H 0.206
36 H 0.266
37 H 0.207
38 H 0.226
39 H 0.209
40 H 0.170
41 H 0.198
42 H 0.226
43 H 0.216
44 H 0.257
45 H 0.218
46 H 0.235
47 H 0.293
48 H 0.192
49 H 0.230
50 H 0.235
51 H 0.191
52 H 0.226
53 H 0.219